# 1
ORCA calculation (ωB97M-V/def2-TZVPD) on a structure of composition C6H6FeO4S.

Output
M (Da): 230.02
Calculated total energy (eV): -59691.4699
Spin multiplicity: 6
Strongest force on any atom (eV/A): 12.78
HOMO (alpha / beta) (hartree): -0.8682 / -0.9266
Total charge: +3

XYZ file:
```
18
C6H6FeO4S | the OMol25 dataset | ωB97M-V/def2-TZVPD
O 0.827 -3.091 -1.183
C 0.752 -1.941 -1.295
Fe 0.799 -0.184 -1.661
O -1.791 -0.246 -2.953
C -0.677 -0.228 -2.625
C 2.373 -0.210 -2.417
O 3.474 -0.202 -2.786
C 0.733 1.583 -1.410
O 0.790 2.721 -1.199
C -2.207 0.186 1.858
S -0.739 -0.160 0.892
C 0.583 0.207 2.035
H -3.047 0.054 1.166
H -2.184 1.221 2.212
H -2.293 -0.543 2.669
H 0.613 -0.524 2.845
H 1.502 0.125 1.447
H 0.492 1.231 2.406
```

Partial charges, Löwdin, in e: number 1, O, carries 0.33; number 2, C, carries -0.06; number 3, Fe, carries 0.55; number 4, O, carries 0.34; number 5, C, carries -0.04; number 6, C, carries -0.01; number 7, O, carries 0.36; number 8, C, carries -0.05; number 9, O, carries 0.33; number 10, C, carries -0.21; number 11, S, carries 1.10; number 12, C, carries -0.24; number 13, H, carries 0.08; number 14, H, carries 0.11; number 15, H, carries 0.11; number 16, H, carries 0.11; number 17, H, carries 0.06; number 18, H, carries 0.11


# 2
ORCA calculation (ωB97M-V/def2-TZVPD) on a cluster of 2 separate species, C3H9N2O in total.

Output
M (Da): 89.12
Calculated total energy (eV): -8284.4445
Strongest force on any atom (eV/A): 1.02
HOMO (hartree): -0.0977
Total charge: -1

XYZ file:
```
15
C3H9N2O | the OMol25 dataset | ωB97M-V/def2-TZVPD
C -0.066 2.688 -0.042
O -0.697 1.902 -1.035
H -0.311 2.336 0.960
H 1.016 2.692 -0.149
H -0.496 3.693 -0.133
C -0.838 -2.079 -0.741
N -0.141 -0.886 -0.283
C 0.736 -1.102 0.678
N 1.461 -0.171 1.279
H -0.744 -2.121 -1.833
H -0.381 -3.006 -0.357
H -1.898 -2.045 -0.466
H -0.587 0.942 -0.778
H 0.863 -2.155 1.008
H 2.083 -0.690 1.893
```

Partial charges, Löwdin, in e: number 1, C, carries -0.22; number 2, O, carries -0.19; number 3, H, carries 0.06; number 4, H, carries 0.06; number 5, H, carries 0.06; number 6, C, carries -0.23; number 7, N, carries -0.13; number 8, C, carries -0.51; number 9, N, carries -0.06; number 10, H, carries 0.04; number 11, H, carries 0.04; number 12, H, carries 0.04; number 13, H, carries 0.03; number 14, H, carries 0.08; number 15, H, carries -0.05


# 3
ORCA calculation (ωB97M-V/def2-TZVPD) on a structure of composition C28H66B2Br2CaClCsF4MgNO9P.

Output
M (Da): 1081.97
Calculated total energy (eV): -248539.4672
Strongest force on any atom (eV/A): 9.86
HOMO (hartree): -0.2239

XYZ file:
```
117
C28H66B2Br2CaClCsF4MgNO9P | the OMol25 dataset | ωB97M-V/def2-TZVPD
C -4.896 4.438 8.024
C -3.274 4.217 8.252
C -2.877 2.697 8.724
C -2.051 1.833 7.578
C -1.370 0.541 8.339
C -0.333 -0.330 7.415
C -0.835 -0.519 5.840
C -0.425 -1.993 5.252
C 0.673 -1.952 4.015
C 0.512 -3.417 3.233
C -0.668 -3.381 2.094
C -0.080 -3.238 0.535
C 0.466 -1.685 0.236
C 0.467 -1.521 -1.392
P 1.343 0.029 -2.069
Cl 1.391 1.028 -0.199
C 1.337 -0.710 -3.872
C 2.323 0.098 -4.904
C 1.546 1.018 -6.024
C 2.353 2.464 -6.257
C 1.412 0.246 -7.501
C -0.168 0.499 -7.984
C -0.508 -0.140 -9.457
C -1.938 -0.017 -9.949
C -2.298 1.349 -10.781
C -2.981 -1.232 -9.576
B 3.110 -0.687 -1.766
O 4.226 0.318 -1.679
O 3.451 -2.119 -1.653
C 4.441 -2.491 -2.709
C 3.949 -3.720 -3.676
H -5.395 5.102 8.855
H -5.431 3.382 8.014
H -5.031 4.983 6.988
H -2.973 4.957 9.138
H -2.689 4.591 7.306
H -3.808 2.077 9.128
H -2.134 2.816 9.646
H -1.234 2.524 7.101
H -2.837 1.423 6.813
H -0.727 0.997 9.235
H -2.217 -0.102 8.855
H -0.267 -1.412 7.912
H 0.711 0.229 7.461
H -0.494 0.388 5.171
H -2.026 -0.487 5.890
H 0.059 -2.674 6.089
H -1.408 -2.495 4.814
H 0.499 -1.050 3.263
H 1.748 -1.963 4.480
H 0.227 -4.191 4.082
H 1.561 -3.787 2.808
H -1.203 -4.447 2.130
H -1.501 -2.586 2.338
H 0.762 -4.045 0.440
H -1.026 -3.451 -0.155
H 1.535 -1.645 0.739
H -0.329 -0.992 0.795
H 0.882 -2.535 -1.863
H -0.670 -1.472 -1.740
H 0.011 0.570 -2.376
H 1.878 1.240 -2.669
H 1.590 -1.873 -3.847
H 0.239 -0.648 -4.323
H 3.127 0.780 -4.395
H 2.936 -0.717 -5.523
H 0.456 1.333 -5.684
H 1.789 3.375 -5.744
H 2.480 2.735 -7.391
H 3.453 2.431 -5.799
H 2.181 0.680 -8.299
H 1.661 -0.916 -7.400
H -0.312 1.661 -8.006
H -0.839 -0.044 -7.191
H 0.276 -0.702 -10.144
H -1.359 1.763 -11.372
H -2.558 2.176 -9.962
H -3.238 1.270 -11.477
H -3.781 -0.861 -8.791
H -2.391 -2.112 -9.048
H -3.561 -1.675 -10.504
H 4.833 0.096 -0.909
H 5.468 -2.814 -2.233
H 4.681 -1.571 -3.426
H 4.846 -4.010 -4.407
H 3.694 -4.724 -3.096
H 3.056 -3.407 -4.388
Ca -2.243 -5.593 1.001
O 6.889 -1.647 -4.409
H 7.832 -1.869 -4.404
H 6.876 -0.679 -4.361
Br -2.490 -0.139 1.767
C -4.434 -0.252 1.880
C -4.866 -1.448 2.696
Br -4.698 -3.099 1.671
H -4.813 -0.266 0.854
H -4.744 0.678 2.365
H -5.927 -1.378 2.950
H -4.285 -1.580 3.613
B 4.093 0.727 2.161
F 4.672 1.046 3.456
F 3.146 -0.366 2.310
F 3.406 1.895 1.636
F 5.149 0.331 1.243
O -0.642 4.883 9.907
H -0.353 4.631 9.017
H -0.131 4.302 10.492
Cs -3.072 -1.598 6.564
O -0.383 3.639 1.886
H 0.309 3.110 1.532
Mg 0.986 -1.475 9.475
O 4.430 -1.840 8.435
H 4.874 -1.544 7.662
N -3.269 4.934 -9.204
O -2.308 4.385 -8.641
O -3.412 6.165 -9.129
O -4.088 4.251 -9.841
```

Atomic partial charges in e from the Löwdin method, atoms 1 to 99: number 1, C, carries -0.14; number 2, C, carries -0.25; number 3, C, carries -0.22; number 4, C, carries -0.20; number 5, C, carries -0.30; number 6, C, carries -0.36; number 7, C, carries -0.41; number 8, C, carries -0.28; number 9, C, carries -0.15; number 10, C, carries -0.18; number 11, C, carries -0.29; number 12, C, carries -0.22; number 13, C, carries -0.27; number 14, C, carries -0.35; number 15, P, carries 0.36; number 16, Cl, carries 0.45; number 17, C, carries -0.32; number 18, C, carries -0.21; number 19, C, carries -0.32; number 20, C, carries -0.10; number 21, C, carries -0.18; number 22, C, carries -0.17; number 23, C, carries -0.04; number 24, C, carries -0.16; number 25, C, carries -0.05; number 26, C, carries -0.07; number 27, B, carries -0.55; number 28, O, carries 0.02; number 29, O, carries -0.05; number 30, C, carries -0.21; number 31, C, carries -0.10; number 32, H, carries 0.08; number 33, H, carries 0.07; number 34, H, carries 0.08; number 35, H, carries 0.11; number 36, H, carries 0.12; number 37, H, carries 0.12; number 38, H, carries 0.10; number 39, H, carries 0.14; number 40, H, carries 0.09; number 41, H, carries 0.10; number 42, H, carries 0.08; number 43, H, carries -0.09; number 44, H, carries 0.13; number 45, H, carries 0.16; number 46, H, carries -0.30; number 47, H, carries 0.13; number 48, H, carries 0.04; number 49, H, carries 0.13; number 50, H, carries 0.14; number 51, H, carries 0.11; number 52, H, carries 0.14; number 53, H, carries -0.11; number 54, H, carries 0.04; number 55, H, carries 0.12; number 56, H, carries 0.06; number 57, H, carries 0.12; number 58, H, carries 0.01; number 59, H, carries 0.11; number 60, H, carries 0.11; number 61, H, carries 0.08; number 62, H, carries 0.05; number 63, H, carries 0.07; number 64, H, carries 0.10; number 65, H, carries 0.10; number 66, H, carries 0.12; number 67, H, carries 0.13; number 68, H, carries 0.09; number 69, H, carries 0.07; number 70, H, carries 0.08; number 71, H, carries 0.12; number 72, H, carries 0.11; number 73, H, carries 0.14; number 74, H, carries 0.12; number 75, H, carries 0.13; number 76, H, carries 0.11; number 77, H, carries 0.09; number 78, H, carries 0.10; number 79, H, carries 0.11; number 80, H, carries 0.09; number 81, H, carries 0.09; number 82, H, carries 0.11; number 83, H, carries 0.14; number 84, H, carries 0.11; number 85, H, carries 0.09; number 86, H, carries 0.09; number 87, H, carries 0.07; number 88, Ca, carries 0.95; number 89, O, carries -0.06; number 90, H, carries 0.05; number 91, H, carries 0.05; number 92, Br, carries 0.77; number 93, C, carries -0.65; number 94, C, carries -0.67; number 95, Br, carries 0.54; number 96, H, carries 0.07; number 97, H, carries 0.07; number 98, H, carries 0.07; number 99, H, carries 0.01


# 4
ORCA calculation (ωB97M-V/def2-TZVPD) on a cluster of 2 separate species, C6H14O in total.

Output
M (Da): 102.18
Calculated total energy (eV): -8495.4558
Strongest force on any atom (eV/A): 0.92
HOMO (hartree): -0.3552
SMILES: CC(C)CC=O.C

XYZ file:
```
21
C6H14O | the OMol25 dataset | ωB97M-V/def2-TZVPD
C -1.729 -0.630 -1.133
C -1.266 -0.317 0.293
C -2.270 0.534 1.046
C 0.117 0.337 0.263
C 0.958 -0.731 -0.391
C 3.083 0.507 0.036
O 1.192 -1.792 0.151
H -2.710 -1.112 -1.124
H -1.039 -1.308 -1.650
H -1.801 0.289 -1.729
H -1.118 -1.265 0.824
H -3.238 0.025 1.096
H -2.413 1.499 0.544
H -1.927 0.727 2.068
H 0.462 0.555 1.282
H 0.107 1.279 -0.303
H 1.245 -0.541 -1.445
H 3.146 1.000 1.003
H 2.526 1.150 -0.656
H 4.040 0.256 -0.406
H 2.635 -0.462 0.230
```

Partial charges, Löwdin, in e: number 1, C, carries -0.07; number 2, C, carries -0.45; number 3, C, carries -0.08; number 4, C, carries -0.15; number 5, C, carries -0.38; number 6, C, carries -0.03; number 7, O, carries 0.03; number 8, H, carries 0.08; number 9, H, carries 0.08; number 10, H, carries 0.09; number 11, H, carries 0.14; number 12, H, carries 0.08; number 13, H, carries 0.08; number 14, H, carries 0.08; number 15, H, carries 0.13; number 16, H, carries 0.13; number 17, H, carries 0.13; number 18, H, carries 0.04; number 19, H, carries 0.04; number 20, H, carries 0.04; number 21, H, carries 0.00


The lowest strongest force on any atom belongs to which entry? C6H14O